{"formula": "C21H28BrCrF6N8O8S2", "method": "wB97M-V/def2-TZVPD", "elements": ["Cr", "C", "N", "C", "C", "N", "C", "C", "N", "C", "C", "N", "C", "N", "C", "C", "C", "N", "C", "H", "H", "H", "H", "H", "H", "H", "H", "H", "H", "H", "H", "H", "H", "H", "H", "H", "H", "H", "H", "H", "H", "H", "H", "Br", "C", "C", "N", "C", "C", "C", "C", "O", "O", "H", "H", "H", "F", "C", "F", "F", "S", "O", "O", "N", "S", "O", "O", "C", "F", "F", "F", "O", "C", "O", "H"], "coordinates": [[-0.1516, -0.5252, -0.1423], [2.1352, 4.2616, 0.3140], [2.4855, 3.0935, -0.4769], [3.5627, 3.3081, -1.4390], [3.6066, 1.9918, -2.1881], [2.2383, 1.5317, -2.0224], [1.8392, 0.3300, -2.7108], [1.6752, 2.0596, -0.9037], [0.5741, 1.6062, -0.3619], [-0.1423, 2.4289, 0.6105], [-1.4335, 1.7025, 0.9811], [-1.7469, 0.8103, -0.1255], [-2.9243, 0.6469, -0.6643], [-4.1535, 0.7991, -0.0905], [-4.4826, 1.4857, 1.1427], [-5.2042, 0.5665, -1.0766], [-4.4657, -0.2187, -2.1568], [-3.0948, 0.1968, -1.9280], [-2.0229, -0.1634, -2.8245], [3.0677, 4.7711, 0.5547], [1.6648, 4.0049, 1.2536], [1.5013, 4.9640, -0.2371], [4.4926, 3.5273, -0.9156], [3.3231, 4.1492, -2.1005], [4.3004, 1.2775, -1.7384], [3.8385, 2.1170, -3.2452], [1.9269, 0.4974, -3.7862], [0.8037, 0.0920, -2.5045], [2.4468, -0.5192, -2.4131], [-0.3794, 3.4104, 0.1928], [0.4282, 2.5788, 1.5281], [-2.2097, 2.4363, 1.1754], [-1.2954, 1.1235, 1.8946], [-3.9558, 1.0535, 1.9918], [-5.5497, 1.3507, 1.3093], [-4.2866, 2.5585, 1.0966], [-5.6144, 1.5099, -1.4509], [-6.0103, -0.0111, -0.6268], [-4.7819, 0.0484, -3.1638], [-4.5774, -1.2995, -2.0278], [-2.4034, -0.1226, -3.8450], [-1.6272, -1.1626, -2.6362], [-1.2330, 0.5820, -2.7389], [3.4615, 3.6642, 4.5598], [2.5980, 2.1228, 3.8936], [1.5244, 1.5815, 4.5896], [0.8721, 0.5006, 4.1727], [1.2591, -0.0525, 3.0198], [2.2938, 0.4504, 2.2454], [3.0083, 1.5434, 2.7133], [2.6517, -0.0889, 0.8951], [3.7882, -0.0007, 0.4821], [1.6980, -0.6450, 0.1904], [1.1901, 2.0359, 5.5149], [0.7205, -0.9458, 2.7214], [3.8366, 1.9296, 2.1347], [3.1367, -2.6943, -1.5498], [2.5474, -3.6479, -0.8347], [3.0632, -3.6582, 0.3785], [2.7745, -4.8123, -1.4298], [0.6862, -3.3361, -0.7472], [0.4385, -2.8353, 0.5978], [0.4492, -2.3162, -1.7717], [-0.0396, -4.6595, -1.1384], [0.0459, -5.9325, -0.1540], [1.1821, -5.8927, 0.7229], [-0.2733, -7.1050, -0.9013], [-1.4319, -5.7191, 0.9407], [-1.2091, -4.8473, 1.9185], [-1.7304, -6.8983, 1.4793], [-2.4891, -5.2913, 0.2408], [-1.5056, -1.2058, 1.8225], [-2.0844, -1.8329, 0.9396], [-1.7473, -1.7040, -0.2998], [-2.8795, -2.5558, 1.1496]], "atomic_forces_ev_per_a": [[-0.33, 0.54, 0.08], [0.09, 0.02, -0.01], [-0.01, 0.00, 0.04], [0.02, 0.02, 0.07], [-0.11, 0.02, -0.04], [-0.06, -0.05, 0.12], [-0.02, 0.01, 0.00], [0.06, 0.01, 0.00], [0.10, -0.06, -0.12], [0.00, -0.07, -0.03], [-0.15, -0.01, -0.12], [0.11, 0.15, -0.09], [-0.13, -0.19, 0.20], [-0.06, 0.14, -0.08], [-0.03, -0.13, 0.05], [0.02, -0.04, 0.04], [0.03, 0.03, 0.00], [0.04, 0.06, 0.02], [-0.03, 0.05, -0.07], [0.00, 0.01, 0.00], [0.03, 0.01, 0.00], [-0.01, -0.01, 0.00], [0.00, 0.02, 0.00], [-0.01, 0.00, -0.03], [0.02, -0.01, 0.04], [0.02, -0.03, 0.00], [0.06, -0.02, 0.01], [-0.09, 0.03, 0.05], [0.05, -0.12, 0.04], [0.00, -0.01, -0.05], [0.03, -0.04, 0.05], [-0.05, 0.04, -0.04], [0.04, -0.05, 0.06], [0.08, 0.01, -0.03], [0.01, -0.03, 0.04], [-0.05, 0.03, -0.02], [0.04, 0.02, -0.04], [-0.03, 0.04, -0.01], [-0.01, -0.01, -0.01], [0.03, -0.01, 0.04], [-0.01, -0.01, 0.01], [0.01, -0.03, 0.03], [0.04, -0.01, 0.05], [0.04, 0.06, 0.02], [-0.03, -0.03, 0.03], [-0.07, -0.10, -0.02], [0.20, 0.10, -0.05], [-0.24, -0.12, 0.10], [-0.08, 0.12, -0.09], [-0.03, 0.13, -0.06], [-0.05, -0.40, -0.21], [0.12, 0.18, -0.07], [0.05, -0.07, 0.22], [-0.01, 0.00, 0.01], [-0.02, 0.04, -0.08], [0.01, 0.00, 0.00], [0.00, 0.12, -0.05], [-0.28, -0.16, 0.01], [0.09, 0.04, 0.10], [0.10, -0.05, -0.07], [-0.14, 0.26, 0.16], [0.23, -0.43, -0.28], [0.02, -0.06, 0.21], [0.25, 0.03, 0.23], [0.05, 0.17, -0.21], [-0.24, -0.06, -0.12], [0.08, 0.06, 0.00], [-0.01, 0.04, -0.05], [0.03, 0.07, 0.07], [-0.04, -0.03, 0.09], [-0.03, -0.04, -0.04], [0.14, 0.15, 0.13], [0.30, -0.15, -0.39], [-0.08, -0.20, 0.13], [-0.12, 0.06, 0.04]], "lumo_energy_ev": [-1.3, -0.1], "spin_multiplicity": 4, "mol_weight_g_mol": 830.5, "gap_ev": [7.96, 9.23], "total_energy_ev": -186972.031, "relative_energy_kcal_mol": 0.0, "homo_energy_ev": [-9.2340, -9.3167]}

{"formula": "C4H7N2", "method": "wB97M-V/def2-TZVPD", "elements": ["C", "C", "C", "C", "N", "N", "H", "H", "H", "H", "H", "H", "H"], "coordinates": [[1.7855, -1.1515, 0.0859], [1.1975, 1.0247, -0.1368], [2.3661, 0.0035, 0.1550], [-2.1518, -0.4742, 0.0977], [0.1700, 0.0485, -0.0115], [-1.0262, 0.3228, -0.2364], [1.0694, 1.7530, 0.6614], [1.0398, 1.5830, -1.0659], [3.3425, 0.1314, 0.6965], [-2.9916, 0.1248, -0.3306], [-1.9270, -1.6019, 0.0241], [-2.2513, -0.4120, 1.1872], [1.8680, -2.1793, 0.0575]], "atomic_forces_ev_per_a": [[-1.51, 2.68, 0.30], [1.61, 0.82, 0.87], [-0.43, 1.57, 0.48], [0.26, -1.34, 0.28], [-3.15, -3.05, -1.49], [3.94, 0.87, 1.47], [0.20, 0.14, 0.21], [0.88, -0.30, -0.15], [-0.66, 0.19, -1.41], [0.24, -1.66, 0.02], [-0.98, 1.53, -0.83], [0.03, 0.53, 0.09], [-0.42, -2.00, 0.16]], "charge": 1, "lumo_energy_ev": [-5.9, -5.9], "mol_weight_g_mol": 83.1, "gap_ev": [8.96, 8.96], "total_energy_ev": -7228.981, "relative_energy_kcal_mol": 155.8, "homo_energy_ev": [-14.8574, -14.8581]}